Below is C7H10O4 in the gas phase, with properties calculated with ωB97M-V/def2-TZVPD.

Results
ΔE to the lowest compared entry with this formula, charge and spin: 0.00 kcal per mole
orbital gap (spin up / spin down): 4.964 / 7.148 eV
spin multiplicity: 3
expectation value of S²: 2.01

CARTESIAN COORDINATES (ANGSTROEM)
1 C 2.625 0.254 0.179
2 C 1.586 -0.982 -1.443
3 C 1.154 -0.419 0.943
4 C 0.598 -1.069 -0.321
5 C 0.006 0.196 0.234
6 C -1.476 0.107 0.759
7 C 0.173 1.464 -0.509
8 O 3.397 0.898 0.822
9 O 2.619 -0.041 -1.107
10 O 1.083 -1.138 2.104
11 O -0.158 -2.246 -0.277
12 H 2.044 -1.942 -1.554
13 H 1.125 -0.715 -2.367
14 H -2.050 1.101 0.733
15 H -1.436 -0.408 1.664
16 H -1.987 -0.554 0.181
17 H 0.359 2.338 0.137
18 H -0.727 1.688 -1.133
19 H 0.911 1.628 -1.206
20 H 1.482 -0.662 2.952
21 H 0.357 -3.019 0.011

Which charges does Mulliken predict for the atoms? In e, they are: 0.2114, -0.6862, 0.0955, 0.1335, 1.7493, -1.5726, -2.1842, -0.4034, -0.3375, -0.4855, -0.5804, 0.4085, 0.3159, 0.3558, 0.4462, 0.4466, 0.3572, 0.4475, 0.5058, 0.3828, 0.3938

Below is a molecular structure, C29H44CdN7O8PS, with properties calculated with ωB97M-V/def2-TZVPD.

Results
ΔE to the lowest compared entry with this formula, charge and spin: 4.25 kcal per mole
orbital gap: 7.819 eV
spin multiplicity: 1

CARTESIAN COORDINATES (ANGSTROEM)
1 Cd 8.946 12.745 11.209
2 O 10.786 12.480 14.962
3 C 10.225 13.098 14.004
4 O 10.672 13.348 12.798
5 C 8.846 13.525 14.313
6 C 8.503 14.084 15.518
7 C 7.109 14.305 15.649
8 C 6.198 13.990 14.627
9 C 6.645 13.385 13.435
10 N 7.978 13.300 13.318
11 C 5.842 12.806 12.305
12 O 4.644 12.542 12.353
13 O 6.637 12.551 11.266
14 H 9.267 14.364 16.251
15 H 6.743 14.687 16.582
16 H 5.133 14.298 14.682
17 C 9.814 15.622 8.106
18 O 8.554 14.876 8.144
19 P 8.548 13.294 8.511
20 O 9.741 12.760 7.553
21 C 9.606 11.674 6.657
22 O 7.215 12.664 7.835
23 C 5.853 12.778 8.377
24 H 9.539 16.641 8.408
25 H 10.278 15.596 7.162
26 H 10.511 15.224 8.830
27 H 9.943 12.031 5.659
28 H 8.579 11.334 6.577
29 H 10.261 10.839 6.986
30 H 5.283 12.106 7.746
31 H 5.489 13.798 8.222
32 H 5.823 12.476 9.425
33 C 11.370 9.216 15.479
34 N 11.269 10.069 14.252
35 C 12.580 10.030 13.572
36 C 9.995 9.769 13.529
37 C 10.106 9.554 12.018
38 C 10.681 8.323 11.560
39 C 10.499 7.883 10.261
40 C 9.654 8.628 9.418
41 C 9.190 9.864 9.831
42 C 9.451 10.413 11.096
43 H 12.297 9.495 16.004
44 H 11.399 8.169 15.168
45 H 10.528 9.430 16.186
46 H 11.148 11.092 14.540
47 H 12.773 9.025 13.164
48 H 13.339 10.344 14.312
49 H 12.620 10.819 12.792
50 H 9.254 10.569 13.714
51 H 9.563 8.844 13.953
52 H 11.261 7.698 12.247
53 H 10.989 6.942 9.924
54 H 9.347 8.252 8.438
55 H 8.679 10.442 9.055
56 C 10.403 17.294 13.032
57 N 9.290 17.849 12.234
58 C 9.030 19.313 12.389
59 C 8.155 19.817 11.240
60 C 6.904 19.008 11.035
61 N 7.205 17.547 11.106
62 C 6.242 16.587 10.566
63 C 8.340 16.992 11.752
64 O 8.507 15.745 11.806
65 H 11.192 18.048 13.161
66 H 10.768 16.382 12.543
67 H 10.057 17.011 14.008
68 H 10.018 19.818 12.419
69 H 8.565 19.535 13.386
70 H 8.830 19.760 10.371
71 H 7.912 20.880 11.418
72 H 6.371 19.182 10.071
73 H 6.127 19.268 11.773
74 H 6.569 16.288 9.589
75 H 5.289 17.071 10.470
76 H 6.196 15.714 11.183
77 C 14.440 15.574 12.128
78 C 13.853 15.604 10.724
79 C 13.333 14.224 10.350
80 N 12.074 14.018 10.091
81 N 11.799 12.745 9.716
82 C 12.897 11.992 9.801
83 N 12.855 10.688 9.450
84 S 14.345 12.826 10.152
85 H 14.888 16.541 12.459
86 H 15.175 14.770 12.158
87 H 13.694 15.365 12.878
88 H 14.593 15.903 9.976
89 H 12.969 16.317 10.708
90 H 11.947 10.195 9.309
91 H 13.696 10.161 9.313

Which charges does Mulliken predict for the atoms? In e, they are: 3.0751, -0.9260, -0.2581, -0.9002, 0.7957, -0.6600, -0.5348, -0.6707, 0.0798, 1.0153, -0.3367, -0.7428, -0.8620, 0.5104, 0.4662, 0.4105, -0.1073, -0.2969, -0.3002, -0.1984, -0.6576, -0.3119, -0.4365, 0.2310, 0.3157, -0.1655, 0.2310, 0.3614, 0.1543, 0.2731, 0.2584, 0.1558, -1.0271, 0.6761, -0.7334, -0.8971, 1.2153, -0.4443, -0.8109, -0.7042, 0.0916, -0.7052, 0.3866, 0.3710, 0.3141, 0.2119, 0.4178, 0.4430, -0.0323, -0.0320, 0.3589, 0.3345, 0.3233, 0.3679, 0.2800, -0.8856, 0.2607, -0.6130, -0.6582, -0.6411, 0.2925, -1.0204, -0.0523, -0.5682, 0.3762, 0.0616, 0.3698, 0.3415, 0.2812, 0.2678, 0.3617, 0.4179, 0.2928, 0.3040, 0.4324, 0.1435, -1.0655, -0.2620, 0.0744, -0.4360, 0.1299, 0.3560, -0.3298, -0.2614, 0.3645, 0.3837, 0.1903, 0.3485, 0.1094, 0.0804, 0.1793

Below is 2 unconnected molecules or ions with the total composition C5H5N3O, with properties calculated with ωB97M-V/def2-TZVPD.

Results
ΔE to the lowest compared entry with this formula, charge and spin: 150.40 kcal per mole
orbital gap (spin up / spin down): 6.232 / 6.234 eV
spin multiplicity: 1

CARTESIAN COORDINATES (ANGSTROEM)
1 C -3.109 -0.517 -0.500
2 C 1.686 0.721 -0.466
3 C 0.791 -0.070 0.348
4 C -0.337 0.473 -0.139
5 C 1.036 -1.116 1.337
6 N 1.112 1.521 -1.334
7 N -3.081 -0.332 0.697
8 N -0.179 1.416 -1.086
9 O -3.186 -0.801 -1.637
10 H 2.775 0.642 -0.265
11 H 0.300 -1.892 1.113
12 H 1.975 -1.392 1.177
13 H 1.129 -0.559 2.366
14 H -0.913 1.907 -1.610

Which charges does Mulliken predict for the atoms? In e, they are: 0.7539, -0.2598, 0.6134, -0.1991, -1.0861, -0.7284, -0.5359, 0.3100, -0.4744, 0.3699, 0.3043, 0.4116, 0.2593, 0.2612